# 1
Computed, not measured: 2 unconnected molecules or ions with the total composition C3H8N3S in a non-equilibrium geometry, with the ωB97M-V functional and the def2-TZVPD basis.

Structure (XYZ):
```
15
Properties=species:S:1:pos:R:3:forces:R:3:nbo_charge:R:1
C 0.204 0.628 0.077 2.346 1.243 2.696 -0.197
C -1.323 -0.578 -1.325 -2.260 1.764 0.000 -0.095
C -0.432 1.579 -2.069 0.040 0.649 2.702 0.159
N -0.888 -1.471 -0.390 0.451 -0.754 2.401 -0.801
N -0.470 0.695 -1.084 -1.667 -0.972 -4.153 -0.356
N 1.828 -0.127 3.082 1.108 1.172 -1.121 -1.106
S 0.224 -0.822 0.810 -1.494 1.129 -2.340 0.887
H -1.212 -1.013 -2.324 -0.207 0.658 -0.054 0.236
H -2.408 -0.266 -1.065 1.516 -0.132 -0.889 0.221
H 1.564 -0.633 3.911 0.375 -0.479 0.074 0.382
H -0.968 1.362 -3.008 0.480 0.026 0.562 0.236
H -0.035 2.601 -1.810 -0.083 -1.307 -0.579 0.256
H -0.774 -2.340 -0.799 0.888 -2.292 -0.177 0.409
H 2.710 -0.476 2.605 -1.456 0.502 1.431 0.383
H 1.979 0.861 3.388 -0.037 -1.206 -0.554 0.387
```
Forces are in eV/Å.

Calculated values
- ΔE to the lowest compared entry with this formula, charge and spin (eV) = 4.2793
- total charge = +1
- E_tot (a.u.) = -681.15701

---

# 2
Computed, not measured: a molecular structure, C15H20ClN2O3P in a non-equilibrium geometry, with the ωB97M-V functional and the def2-TZVPD basis.

Structure (XYZ):
```
42
Properties=species:S:1:pos:R:3:forces:R:3:nbo_charge:R:1
O -1.554 1.627 -1.723 -0.166 -0.991 1.101 -0.528
O 1.349 0.021 1.238 0.205 1.358 -0.486 -1.117
Cl 2.094 3.829 -4.961 -0.629 -0.077 -0.009 0.009
O -0.783 1.257 0.327 -0.564 0.425 0.567 -0.779
C -0.612 1.568 -0.971 -0.750 2.502 -4.334 0.790
C 2.689 3.357 -1.082 -1.340 -0.221 -1.264 -0.179
C 2.726 3.857 -2.413 0.585 -0.538 2.295 -0.216
C 1.587 2.573 -0.630 4.207 1.872 -0.720 -0.182
C 0.676 2.662 -2.849 -0.357 -0.344 -1.912 -0.180
C 1.795 3.406 -3.298 -1.886 -0.678 -0.052 -0.042
C 0.671 2.204 -1.527 -2.734 -0.549 0.385 -0.181
N -0.953 -0.640 2.146 -0.352 -0.600 -1.230 -0.795
N 0.044 -1.269 -0.510 -1.970 2.642 3.465 -0.770
C -1.758 0.247 2.994 -0.590 0.755 -1.380 -0.205
C -0.661 -1.922 2.928 1.798 -0.497 -5.465 -0.205
C -1.167 -1.937 -0.984 0.481 -0.039 0.437 -0.228
C 1.165 -1.347 -1.394 0.564 0.489 -0.004 -0.217
C -2.005 -0.488 4.312 1.369 -0.632 -0.756 -0.413
C -1.422 -1.930 4.101 -2.282 -0.632 4.905 -0.414
C -0.820 -2.331 -2.422 -0.379 -0.548 -0.417 -0.409
C 0.695 -2.401 -2.398 -0.332 -0.943 1.071 -0.412
P -0.055 -0.047 0.791 2.716 -6.658 2.136 2.419
H 3.510 3.450 -0.417 0.532 0.737 0.483 0.220
H 3.422 4.599 -2.772 0.541 -0.276 0.214 0.233
H 1.657 2.292 0.376 -0.438 -0.761 1.180 0.253
H -0.214 2.425 -3.541 1.773 0.299 1.212 0.264
H -2.705 0.587 2.452 0.939 -0.683 0.799 0.189
H -1.189 1.153 3.146 0.101 0.493 0.336 0.187
H 0.353 -2.030 3.207 1.479 0.559 -0.326 0.202
H -0.853 -2.859 2.328 0.033 1.121 0.049 0.196
H -1.967 -1.218 -1.049 -0.729 -0.018 0.483 0.207
H -1.321 -2.735 -0.203 -0.647 0.277 -1.360 0.194
H 1.385 -0.332 -1.708 -0.128 0.114 -1.401 0.183
H 2.121 -1.547 -0.919 -0.080 -0.864 0.511 0.213
H -3.048 -0.429 4.484 -0.897 -0.346 0.756 0.221
H -1.421 -0.042 5.100 -0.187 0.449 0.352 0.216
H -0.708 -2.300 4.942 -1.494 1.013 -0.910 0.215
H -2.208 -2.702 4.096 -0.010 0.493 -0.100 0.212
H -1.244 -3.305 -2.724 0.117 0.383 0.226 0.212
H -1.162 -1.628 -3.179 -0.276 0.428 0.331 0.207
H 0.753 -3.436 -1.935 1.381 1.084 -0.756 0.207
H 1.137 -2.237 -3.362 0.394 -0.597 -0.411 0.225
```
Forces are in eV/Å.

Calculated values
- ΔE to the lowest compared entry with this formula, charge and spin (eV) = 0.2043
- E_tot (a.u.) = -1720.34869

---

# 3
Computed, not measured: a molecular structure, C33H46BF4N6O10P4 in a non-equilibrium geometry, with the ωB97M-V functional and the def2-TZVPD basis.

Structure (XYZ):
```
104
Properties=species:S:1:pos:R:3:forces:R:3:mulliken_charge:R:1
C 1.042 0.723 -5.655 -1.216 -0.456 -0.320 -1.015
C 1.753 -0.295 -4.620 1.332 0.562 -0.842 -0.440
C 1.256 -0.166 -3.089 1.256 1.084 -0.742 -0.820
C 0.376 -1.378 -2.477 -0.078 3.462 1.339 0.893
P -1.018 -1.541 -3.698 -7.587 -0.451 -2.771 0.970
O -2.332 -2.237 -3.254 4.104 1.016 -0.079 -0.768
O -0.694 -2.169 -5.242 0.243 0.990 2.334 -0.611
O -1.578 0.072 -4.022 2.595 -2.946 1.067 -0.441
C -0.436 -0.802 -1.161 -3.552 0.682 0.773 -4.301
N -0.356 0.649 -0.901 1.038 -1.668 -0.833 0.652
C -0.286 -1.813 0.160 0.546 2.263 -4.144 1.242
P -1.914 -2.854 0.378 -0.577 -3.924 1.030 0.321
N -1.675 -4.397 0.718 -0.338 0.998 0.733 -0.655
P -0.487 -0.707 1.665 0.083 -0.513 5.591 -0.145
O 0.645 0.536 1.900 -1.106 -0.064 -1.216 -0.274
O -2.025 0.098 1.739 1.547 -0.989 -3.137 -0.502
C 1.073 -2.542 -0.296 -1.725 -0.643 2.091 -0.138
O 1.195 -3.958 -0.032 0.400 -0.553 2.546 -0.519
C 1.416 -4.355 1.275 -0.753 -0.120 3.707 0.757
N 1.482 -4.620 2.462 -0.082 1.615 -7.304 -0.708
P 2.554 -1.824 0.642 8.509 1.142 0.957 0.743
O 3.903 -2.573 0.419 -4.618 1.427 -0.172 -0.739
O 2.845 -0.226 0.019 -1.174 -2.335 1.743 -0.505
O 2.470 -1.697 2.317 -0.938 0.546 -2.376 -0.359
N 1.129 -2.571 -1.842 0.734 0.638 -1.232 1.323
C 2.555 -2.651 -2.401 4.446 0.591 -1.384 -1.121
N 3.261 -3.939 -2.110 0.065 0.692 -1.065 -0.448
B 0.492 -3.772 -2.531 -3.822 -5.192 -1.556 0.620
N 0.896 -4.371 -3.874 0.697 1.069 1.509 -0.557
O -0.727 -4.463 -2.096 3.217 1.634 0.642 -0.597
H 1.658 0.890 -6.623 -0.764 -0.218 1.908 0.399
H 0.750 1.725 -5.157 0.789 -1.553 -0.811 0.234
H 0.037 0.271 -6.025 1.720 0.773 0.694 0.176
H 1.731 -1.345 -5.069 -0.140 1.319 0.762 0.301
H 2.874 0.016 -4.619 -1.823 -0.655 0.117 0.384
H 2.183 0.073 -2.438 -1.722 -0.675 -0.809 0.360
H 0.692 0.848 -3.138 0.430 -2.217 0.749 0.428
H -1.403 -2.813 -5.501 0.463 0.931 0.725 0.410
H -1.667 0.570 -3.174 0.116 -0.184 -0.710 0.370
H -1.599 -0.892 -1.267 2.001 -0.217 -0.788 1.063
H -1.169 1.077 -0.467 0.481 -0.227 -0.137 0.414
H 0.558 0.999 -0.612 -0.546 -0.049 0.059 0.237
H -2.738 -2.797 -0.793 0.907 0.999 0.093 0.102
H -2.721 -2.357 1.470 0.732 0.796 -0.912 0.196
H -2.098 -4.607 1.649 0.704 0.193 -0.916 0.241
H 0.370 1.060 2.688 0.096 -0.616 -0.619 0.310
H -2.447 -0.057 0.853 -0.172 0.701 1.180 0.380
H 3.468 0.155 0.691 -0.581 -0.123 -0.947 0.361
H 3.012 -0.939 2.662 -0.752 -0.775 -0.543 0.388
H 3.224 -1.775 -2.035 -1.681 -1.476 -0.075 0.582
H 2.621 -2.559 -3.536 -1.380 0.257 1.655 0.312
H 4.247 -3.717 -1.861 -1.215 -0.181 0.440 0.316
H 3.354 -4.471 -3.003 -0.323 0.637 0.935 0.329
H 0.060 -4.545 -4.448 0.615 -0.137 0.677 0.195
H 1.428 -5.244 -3.738 -0.205 0.666 -0.375 0.247
H -0.441 -5.416 -2.055 -0.851 1.128 -0.123 0.277
F 1.846 2.536 -1.942 0.079 -0.305 -0.220 0.089
C 1.739 3.603 -1.129 -0.065 1.024 0.705 -0.015
C 0.681 3.675 -0.234 0.045 -0.097 -0.044 -0.041
C 0.574 4.776 0.610 0.290 -0.025 -0.153 -0.647
C 1.518 5.797 0.542 -0.016 0.006 0.038 -0.226
C 2.573 5.717 -0.364 -0.260 -0.190 0.108 -0.634
C 2.687 4.611 -1.200 0.113 -0.130 -0.168 -0.782
H -0.048 2.876 -0.200 0.025 0.234 0.018 0.648
H -0.244 4.839 1.319 0.105 -0.025 -0.161 0.407
H 1.431 6.658 1.198 -0.005 -0.118 -0.091 0.342
H 3.305 6.515 -0.418 -0.066 -0.124 -0.016 0.394
H 3.506 4.528 -1.905 -0.073 -0.010 0.008 0.426
F 0.675 -7.294 9.070 -0.021 -0.050 0.132 -0.309
C 0.842 -6.806 7.832 0.102 0.284 -0.734 0.149
C 2.115 -6.758 7.284 0.143 -0.066 0.107 -0.325
C 2.287 -6.257 5.998 -0.423 0.022 0.129 -0.600
C 1.186 -5.798 5.277 0.053 0.042 -0.147 -0.143
C -0.087 -5.846 5.840 0.365 -0.127 0.172 -0.511
C -0.262 -6.358 7.122 -0.174 -0.002 0.102 -0.315
H 2.960 -7.112 7.863 -0.088 -0.006 0.003 0.414
H 3.278 -6.222 5.557 -0.091 -0.011 0.077 0.369
H 1.322 -5.402 4.274 -0.073 -0.258 0.645 0.747
H -0.943 -5.485 5.279 0.064 -0.062 0.076 0.362
H -1.246 -6.411 7.571 0.081 -0.012 0.030 0.407
F -1.039 6.814 2.072 -0.158 0.049 -0.178 -0.339
C -0.670 7.020 3.348 0.249 0.192 0.959 0.343
C -0.157 8.254 3.717 0.010 0.091 -0.179 -0.304
C 0.222 8.469 5.039 -0.093 -0.353 0.010 -0.412
C 0.093 7.444 5.973 0.019 0.032 0.023 -0.441
C -0.419 6.207 5.590 0.076 0.267 -0.126 -0.451
C -0.808 5.995 4.271 -0.026 -0.122 -0.138 -0.337
H -0.056 9.037 2.974 -0.049 -0.058 0.024 0.429
H 0.617 9.433 5.340 -0.046 -0.106 -0.076 0.363
H 0.392 7.611 7.003 -0.046 -0.026 -0.131 0.377
H -0.515 5.409 6.319 -0.022 0.086 -0.101 0.352
H -1.217 5.042 3.957 -0.006 0.062 -0.005 0.440
F -2.379 2.361 -3.134 0.418 0.160 0.226 -0.275
C -3.727 2.370 -3.222 -1.444 0.047 -0.119 0.316
C -4.360 1.505 -4.101 0.223 -0.123 -0.122 -0.145
C -5.749 1.513 -4.185 0.037 0.287 0.283 -0.578
C -6.487 2.393 -3.397 -0.019 -0.039 -0.029 -0.452
C -5.840 3.261 -2.522 0.052 -0.234 -0.187 -0.434
C -4.452 3.246 -2.429 0.263 0.063 0.131 -0.536
H -3.768 0.833 -4.711 -0.045 0.063 0.056 0.405
H -6.255 0.834 -4.864 0.106 0.078 0.058 0.379
H -7.571 2.401 -3.467 0.141 0.011 0.011 0.379
H -6.417 3.949 -1.912 0.108 -0.074 -0.056 0.377
H -3.932 3.908 -1.747 -0.003 -0.001 -0.072 0.468
```
Forces are in eV/Å.

Calculated values
- total charge = +1
- E_tot (a.u.) = -4155.39712